Record 1
ORCA calculation (ωB97M-V/def2-TZVPD) on a structure of composition C18H31N5OPdS.

Last column: Mulliken charge in e.
CARTESIAN COORDINATES (ANGSTROEM)
1 Pd -1.10822 -2.10880 0.49309  0.49
2 C -5.88010 0.76662 0.86657  -0.89
3 C -4.57454 1.53863 1.00262  -0.99
4 N -3.72540 1.07591 2.11023  0.07
5 C -3.80488 1.81864 3.38664  -0.59
6 C -4.87568 1.27336 4.31795  -1.12
7 C -2.96557 -0.00511 2.02534  0.50
8 S -2.94733 -0.83654 0.48243  -0.24
9 N -2.33947 -0.37951 3.14111  -0.07
10 C -1.39300 -1.26376 3.30302  0.44
11 O -0.72390 -1.89464 2.40425  -0.73
12 C -0.99837 -1.56641 4.70119  0.48
13 C -1.75914 -1.07251 5.75978  -0.13
14 C -1.40742 -1.36885 7.06542  -0.70
15 C -0.28844 -2.14799 7.32426  -0.41
16 C 0.47940 -2.63527 6.27435  -0.78
17 C 0.12305 -2.34973 4.96842  -0.34
18 H -6.44266 1.16247 0.02122  0.37
19 H -6.49705 0.86815 1.75720  0.26
20 H -5.70702 -0.29429 0.68930  0.31
21 H -4.77841 2.59043 1.19078  0.37
22 H -3.99354 1.48312 0.08167  0.54
23 H -4.00445 2.85579 3.12259  0.37
24 H -2.82924 1.77416 3.86023  0.47
25 H -5.87356 1.37741 3.89500  0.35
26 H -4.85488 1.82566 5.25718  0.36
27 H -4.69632 0.22015 4.53244  0.29
28 H -2.62386 -0.46023 5.54876  0.29
29 H -2.00488 -0.98982 7.88324  0.42
30 H -0.01246 -2.37456 8.34539  0.41
31 H 1.35474 -3.23691 6.47800  0.41
32 H 0.72241 -2.72618 4.15131  0.26
33 N 2.64225 -2.45734 -3.25182  -0.18
34 C 1.51734 -2.82439 -2.29630  0.16
35 C 1.98726 -3.95970 -1.39823  -1.42
36 C 0.87333 -4.39544 -0.44260  0.32
37 N 0.63259 -3.35651 0.58900  -0.58
38 C -0.41647 -4.72233 -1.19910  -1.42
39 C -0.86327 -3.66028 -2.20093  0.17
40 N -1.49670 -2.47950 -1.54017  -0.56
41 C 0.29419 -3.22708 -3.10685  -1.31
42 H 3.48642 -2.17128 -2.74848  0.38
43 H 2.37721 -1.68952 -3.87457  0.38
44 H 2.89361 -3.25720 -3.84062  0.40
45 H 1.32787 -1.91644 -1.71929  0.25
46 H 2.87427 -3.67046 -0.82708  0.45
47 H 2.26598 -4.81855 -2.01663  0.48
48 H 1.20972 -5.30778 0.05082  0.35
49 H 1.42316 -2.72649 0.69789  0.29
50 H 0.51391 -3.76829 1.51291  0.41
51 H -1.21691 -4.91635 -0.48261  0.49
52 H -0.26838 -5.65453 -1.74994  0.48
53 H -1.61412 -4.11343 -2.84917  0.32
54 H -2.50787 -2.60044 -1.56375  0.46
55 H -1.33867 -1.63213 -2.08006  0.29
56 H -0.02840 -2.42018 -3.77142  0.44
57 H 0.55235 -4.08081 -3.74181  0.46

For the molar mass, the calculation gives 472.0 g mol⁻¹. As for the HOMO-LUMO gap: 7.4 eV. The energy above the lowest of the compared OMol25 structures with the same formula, charge and spin comes out at 0.000 eV. As for the highest occupied orbital energy: -13.4 eV. The value obtained for the LUMO energy is -6.0 eV. As for the max |F|: 0.19 eV Å⁻¹. Its total charge is +2.



Record 2
ORCA calculation (ωB97M-V/def2-TZVPD) on a structure of composition C44H36I2IrN13O2.

Last column: Mulliken charge in e.
CARTESIAN COORDINATES (ANGSTROEM)
1 Ir 0.77765 0.05761 -0.46182  2.65
2 I 4.80745 1.01437 -6.84732  0.38
3 C 3.42288 0.73125 -5.39220  -0.63
4 C 2.08686 0.44392 -5.72483  -0.16
5 C 1.17282 0.25138 -4.73066  -0.73
6 I -0.78118 -0.23867 -5.20073  0.16
7 C 1.53931 0.36213 -3.33285  0.32
8 O 0.59846 0.19226 -2.48332  -0.49
9 C 2.91875 0.62926 -3.00997  0.31
10 C 3.45613 0.84518 -1.61072  -1.24
11 N 2.84403 -0.02146 -0.56947  -0.88
12 C 3.45729 0.15455 0.78325  -1.35
13 C 2.43395 0.09361 1.89418  0.94
14 C 2.83324 0.13763 3.21699  -1.09
15 C 1.87356 0.16841 4.21819  -1.01
16 C 0.53181 0.15907 3.86596  -0.75
17 C 0.19909 0.09790 2.52858  -0.58
18 N 1.12761 0.04719 1.55820  0.50
19 C 3.81008 0.80148 -4.03289  -0.53
20 H 1.79359 0.36841 -6.76316  0.53
21 H 3.30370 1.88312 -1.32144  0.40
22 H 4.53329 0.66671 -1.62524  0.69
23 H 3.02729 -0.98336 -0.85629  0.54
24 H 3.95924 1.12298 0.81730  0.65
25 H 4.23345 -0.59620 0.94000  0.62
26 H 3.88751 0.16213 3.46068  0.63
27 H 2.16923 0.20911 5.25811  0.50
28 H -0.24855 0.19829 4.61541  0.60
29 H -0.83431 0.10060 2.20922  0.68
30 H 4.85051 1.00259 -3.80768  0.52
31 C -4.37362 -1.76986 0.44816  -0.98
32 N -3.24568 -1.03532 -0.14926  0.95
33 C -1.97772 -1.07148 0.22561  -0.85
34 N -1.29030 -0.17399 -0.48138  0.58
35 C -2.22724 0.36753 -1.31828  -1.00
36 N -3.42085 -0.12394 -1.12373  -1.14
37 C -4.32070 -1.68885 1.95825  0.54
38 C -4.75008 -2.75743 2.73534  -1.00
39 C -4.68119 -2.68550 4.12208  -0.80
40 C -4.15438 -1.56590 4.74504  -0.87
41 C -3.72509 -0.49503 3.96627  -0.20
42 C -3.83405 -0.54994 2.58177  0.29
43 C -3.11625 0.68406 4.57594  0.50
44 N -2.73833 0.88477 5.78804  -0.43
45 N -2.16685 2.15220 5.81942  -0.44
46 C -2.24038 2.61685 4.62271  0.67
47 O -2.82560 1.73668 3.76503  -0.21
48 C -1.74708 3.87504 4.07184  -0.22
49 C -1.30354 4.90047 4.90534  -0.83
50 C -0.79972 6.06092 4.34397  -0.75
51 C -0.70455 6.19572 2.96218  -0.84
52 C -1.14734 5.17465 2.13485  0.68
53 C -0.98017 5.23503 0.63531  -0.97
54 N -0.09579 4.12799 0.22304  0.75
55 C -0.42333 2.92233 -0.21135  -0.15
56 N 0.66249 2.14134 -0.21182  -0.08
57 C 1.63615 2.97564 0.27022  -0.41
58 N 1.20872 4.17445 0.53787  -1.00
59 C -1.68724 4.02641 2.69387  0.15
60 H -4.32332 -2.80673 0.11753  0.43
61 H -5.27103 -1.32143 0.02472  0.38
62 H -1.59143 -1.71781 0.99627  0.67
63 H -2.00492 1.08917 -2.08677  0.63
64 H -5.14248 -3.65042 2.26379  0.48
65 H -5.02846 -3.51765 4.71881  0.43
66 H -4.07464 -1.51090 5.82243  0.58
67 H -3.54153 0.31514 1.99862  0.88
68 H -1.36243 4.77997 5.97877  0.57
69 H -0.46472 6.86494 4.98452  0.44
70 H -0.28186 7.09732 2.53670  0.44
71 H -0.51117 6.16069 0.31200  0.47
72 H -1.92098 5.10793 0.10018  0.29
73 H -1.42135 2.64346 -0.49791  0.40
74 H 2.66006 2.69809 0.43551  0.46
75 H -2.06001 3.23062 2.05817  0.61
76 C 1.35718 -4.18831 0.18303  -1.20
77 C 1.39109 -2.81618 0.28573  0.06
78 N 0.82912 -2.01554 -0.64587  0.74
79 C 0.23003 -2.58594 -1.69905  0.61
80 C 0.17607 -3.95858 -1.88753  0.00
81 C 0.73409 -4.77267 -0.91349  -0.46
82 C -0.48836 -4.50263 -3.09266  -1.53
83 C -0.09613 -4.33210 -4.35372  -0.77
84 C 1.12145 -3.66525 -4.85350  1.14
85 C 1.36173 -3.63465 -6.22201  -0.69
86 C 2.53237 -3.03302 -6.65339  -0.43
87 N 3.41722 -2.51822 -5.80101  -0.37
88 C 3.10658 -2.62258 -4.51665  -0.46
89 N 2.00431 -3.13778 -3.99048  -0.04
90 H 1.81283 -4.79190 0.95529  0.52
91 H 1.86013 -2.33506 1.13186  0.30
92 H -0.22749 -1.92420 -2.42057  0.28
93 H 0.69665 -5.85010 -1.01339  0.61
94 H -1.37339 -5.10387 -2.91253  0.51
95 H -0.70589 -4.78694 -5.12563  0.39
96 H 0.66617 -4.07166 -6.92511  0.43
97 H 2.77452 -2.96878 -7.70813  0.43
98 H 3.84501 -2.24269 -3.81632  0.62

For the molar mass, the calculation gives 1224.9 g mol⁻¹. As for the HOMO-LUMO gap (alpha / beta): 7.4 / 4.4 eV. The energy above the lowest of the compared OMol25 structures with the same formula, charge and spin comes out at 0.000 eV. As for the highest occupied orbital energy (alpha / beta): -14.9 / -14.9 eV. The value obtained for the LUMO energy (alpha / beta) is -7.5 / -10.4 eV. As for the max |F|: 0.18 eV Å⁻¹. Its total charge is +3. The spin multiplicity is 2.



Record 3
ORCA calculation (ωB97M-V/def2-TZVPD) on a structure of composition C34H53BrN22O2Ti at a distorted geometry.

Last column: Mulliken charge in e.
CARTESIAN COORDINATES (ANGSTROEM)
1 Ti -1.78074 -0.45499 0.01789  -0.51
2 C 3.32277 2.95279 0.13492  -1.18
3 N 4.20402 2.09277 0.90429  0.64
4 C 5.45384 2.72779 1.24904  -1.16
5 C 3.69833 1.03346 1.62204  -0.30
6 N 2.58933 0.50501 1.27411  -0.20
7 C 1.98361 -0.52998 2.06343  -0.16
8 C 1.96335 -1.90425 1.38403  -1.23
9 N 1.04614 -2.12548 0.24345  1.56
10 C 1.78530 -2.34182 -1.01786  -1.84
11 C 2.51172 -1.10772 -1.57675  0.83
12 N 1.81585 -0.65010 -2.74715  -0.05
13 C 2.40796 -0.18863 -3.76157  0.31
14 N 3.81067 -0.03188 -3.87858  0.34
15 C 4.43866 -0.08467 -5.17709  -1.16
16 C 4.51625 0.80888 -2.94019  -0.77
17 N 1.69705 0.06576 -4.95194  -0.11
18 C 0.36839 -0.53879 -4.98345  -0.81
19 C 1.66912 1.48554 -5.29033  -1.01
20 C 0.19641 -3.29338 0.50698  -2.04
21 C -1.02925 -3.13855 1.45269  -1.22
22 N -1.66156 -1.82633 1.59091  1.80
23 C -2.48303 -1.78429 2.67065  -2.48
24 N -2.88537 -3.00858 3.29305  0.50
25 C -4.22276 -3.49417 3.00014  -0.97
26 C -2.53157 -3.20903 4.67976  -1.23
27 N -2.80955 -0.54156 3.24443  1.61
28 C -4.19449 -0.29098 3.59172  -1.17
29 C -1.92855 -0.05589 4.29611  -1.08
30 N 4.48681 0.49758 2.68151  0.75
31 C 5.32368 -0.62892 2.37046  -1.02
32 C 4.89933 1.30584 3.80314  -1.23
33 H 3.79225 3.20133 -0.81997  0.30
34 H 3.14357 3.88700 0.67699  0.39
35 H 2.37284 2.46488 -0.05587  0.31
36 H 5.83792 3.23354 0.35999  0.33
37 H 6.19068 1.99354 1.57102  0.30
38 H 5.32334 3.47428 2.04172  0.33
39 H 0.94472 -0.23614 2.22140  -0.58
40 H 2.48839 -0.64414 3.03521  0.39
41 H 1.69621 -2.61821 2.17142  0.58
42 H 2.99027 -2.13122 1.06625  0.11
43 H 1.05990 -2.63231 -1.77479  0.42
44 H 2.50879 -3.16740 -0.87382  0.36
45 H 3.56060 -1.36409 -1.80068  0.37
46 H 2.47961 -0.31622 -0.82343  -0.72
47 H 3.78524 -0.59910 -5.87534  0.42
48 H 5.38266 -0.63622 -5.09124  0.31
49 H 4.66998 0.91335 -5.58109  0.35
50 H 3.95964 0.87903 -2.01048  -0.01
51 H 4.66229 1.82553 -3.34166  0.40
52 H 5.50872 0.38885 -2.73951  0.28
53 H 0.46786 -1.60817 -4.80931  0.33
54 H -0.06257 -0.36486 -5.97223  0.30
55 H -0.29251 -0.14200 -4.21315  0.17
56 H 2.67778 1.89804 -5.25294  0.29
57 H 1.03494 2.04767 -4.59853  0.23
58 H 1.28136 1.60172 -6.30465  0.37
59 H 0.82655 -4.09468 0.93492  0.50
60 H -0.16669 -3.66028 -0.44831  1.00
61 H -0.71907 -3.46463 2.45459  0.71
62 H -1.77993 -3.86259 1.10735  0.04
63 H -4.47382 -3.24539 1.97354  0.24
64 H -4.99001 -3.07527 3.67020  0.29
65 H -4.24085 -4.58586 3.10947  0.37
66 H -1.51535 -2.85856 4.86101  0.30
67 H -2.55975 -4.28537 4.89345  0.35
68 H -3.21215 -2.71184 5.39143  0.28
69 H -4.86113 -0.73510 2.85825  0.36
70 H -4.35972 0.78903 3.59390  0.18
71 H -4.46127 -0.68803 4.58843  0.28
72 H -2.21464 -0.43841 5.29211  0.35
73 H -1.97441 1.03320 4.33591  0.27
74 H -0.90189 -0.35815 4.09764  0.22
75 H 4.87950 -1.19584 1.55315  0.24
76 H 5.41054 -1.28508 3.24380  0.31
77 H 6.34424 -0.33285 2.06800  0.29
78 H 4.28491 2.20052 3.84836  0.37
79 H 5.96006 1.59807 3.76121  0.37
80 H 4.74725 0.73936 4.73023  0.27
81 N -4.25655 -2.77832 -0.43030  0.09
82 C -3.16185 -2.86997 -1.27826  0.10
83 N -3.04374 -3.79864 -2.21647  -0.74
84 N -1.86037 -3.54163 -2.79184  -0.90
85 N -1.30252 -2.52436 -2.23141  -0.39
86 N -2.09118 -2.06646 -1.23922  1.58
87 C -4.64891 -1.51553 -0.00535  -0.15
88 N -5.90223 -1.16364 0.23201  -0.57
89 N -5.82261 0.13336 0.58553  -0.90
90 N -4.59854 0.52804 0.57104  -0.44
91 N -3.80736 -0.49952 0.21709  1.71
92 H -5.03072 -3.35364 -0.72487  0.35
93 N -1.50257 1.16440 1.18163  -0.11
94 C -1.47526 2.14284 1.79947  0.67
95 C -1.46121 3.27219 2.61169  0.08
96 C -0.30865 3.97663 2.96881  0.11
97 N 0.59275 4.60755 3.33054  -0.68
98 C -2.64962 3.71270 3.22978  -0.05
99 N -3.58427 4.10515 3.78581  -0.66
100 Br -6.02278 4.75482 -5.24634  -0.26
101 C -4.82005 3.84078 -4.07649  0.19
102 C -4.89795 2.46123 -3.95580  -0.69
103 C -3.97679 1.80851 -3.16103  0.09
104 C -2.96371 2.51322 -2.50666  0.22
105 C -2.93364 3.90504 -2.62309  -0.28
106 C -3.85076 4.57424 -3.40751  -0.58
107 C -1.94582 1.81403 -1.68027  0.24
108 O -0.98884 2.42674 -1.22099  -0.70
109 O -2.13040 0.54550 -1.52032  -0.28
110 H -5.67693 1.91690 -4.47200  0.42
111 H -4.03049 0.73528 -3.03301  0.29
112 H -2.17345 4.44424 -2.07372  0.45
113 H -3.82166 5.65194 -3.49229  0.41

For the molar mass, the calculation gives 929.7 g mol⁻¹. As for the HOMO-LUMO gap (alpha / beta): 3.8 / 6.6 eV. The energy above the lowest of the compared OMol25 structures with the same formula, charge and spin comes out at 1.592 eV. As for the highest occupied orbital energy (alpha / beta): -0.1 / -2.9 eV. The value obtained for the LUMO energy (alpha / beta) is 3.7 / 3.7 eV. As for the max |F|: 3.05 eV Å⁻¹. Its total charge is -2. The spin multiplicity is 3.



Record 4
ORCA calculation (ωB97M-V/def2-TZVPD) on a structure of composition C22H21O3PSe2Sr.

Last column: Mulliken charge in e.
CARTESIAN COORDINATES (ANGSTROEM)
1 Sr 1.09596 -1.30806 -0.34110  1.59
2 C 1.52852 3.77386 -1.72276  -1.41
3 C 2.28744 2.49394 -1.91397  0.82
4 C 2.98220 1.92229 -0.84947  0.10
5 C 3.61180 0.69404 -0.98222  -1.06
6 C 3.56224 0.00487 -2.19262  -0.70
7 C 2.89315 0.58086 -3.26516  -0.36
8 C 2.26399 1.81085 -3.12458  -0.43
9 H 2.07681 4.47577 -1.09440  0.38
10 H 0.57971 3.55286 -1.22585  0.15
11 H 1.30716 4.25533 -2.67467  0.40
12 H 3.01493 2.44311 0.09928  0.46
13 H 4.14199 0.26237 -0.14022  0.36
14 H 4.05163 -0.95580 -2.29075  0.50
15 H 2.86621 0.07272 -4.22221  0.50
16 H 1.73292 2.24253 -3.96475  0.34
17 Se -0.97064 0.65834 -1.84824  -0.26
18 P -1.33629 0.64872 0.26673  -0.01
19 Se 0.33343 1.27371 1.45409  -0.25
20 C -1.60815 -1.12139 0.71910  -1.01
21 C -2.00965 -2.04478 -0.24084  0.42
22 C -2.03614 -3.40259 0.05572  -0.68
23 C -1.66780 -3.85284 1.31551  -0.48
24 C -1.29320 -2.93401 2.29048  -0.70
25 C -1.25675 -1.58218 1.99583  0.37
26 C -2.87209 1.51385 0.70625  0.59
27 C -3.95359 1.47580 -0.16951  -0.42
28 C -5.15214 2.07120 0.18821  -0.67
29 C -5.27226 2.70874 1.41654  -0.43
30 C -4.19126 2.75565 2.28442  -0.61
31 C -2.99018 2.15741 1.93214  -0.38
32 H -2.29075 -1.69004 -1.22460  0.38
33 H -2.35170 -4.10793 -0.70272  0.43
34 H -1.67314 -4.91172 1.53646  0.41
35 H -1.01334 -3.27443 3.27867  0.42
36 H -0.93807 -0.86855 2.74409  0.37
37 H -3.84279 0.99783 -1.13536  0.33
38 H -5.99134 2.04654 -0.49457  0.39
39 H -6.20791 3.17775 1.69248  0.37
40 H -4.27997 3.26257 3.23638  0.39
41 H -2.13560 2.20053 2.59617  0.32
42 C 3.29246 -2.57905 2.58097  -0.84
43 O 2.57044 -2.38872 1.38145  -0.23
44 C 3.34387 -2.53182 0.01565  -0.25
45 O 4.48852 -2.81948 0.15302  -0.40
46 H 4.00296 -1.76181 2.72923  0.27
47 H 3.84331 -3.51990 2.54364  0.29
48 H 2.58303 -2.59655 3.40773  0.21
49 O 1.22686 -2.58788 -2.88076  0.13
50 C 1.65321 -2.69454 -3.91893  -0.12

For the molar mass, the calculation gives 609.9 g mol⁻¹. As for the HOMO-LUMO gap: 7.9 eV. The energy above the lowest of the compared OMol25 structures with the same formula, charge and spin comes out at 0.264 eV. As for the highest occupied orbital energy: -7.9 eV. The value obtained for the LUMO energy is 0.0 eV. As for the max |F|: 0.72 eV Å⁻¹.



Record 5
ORCA calculation (ωB97M-V/def2-TZVPD) on an isolated molecule of C6H5FO at a distorted geometry.

Last column: Mulliken charge in e.
CARTESIAN COORDINATES (ANGSTROEM)
1 C 0.20854 0.39282 0.51795  0.84
2 C 1.12419 -0.69639 0.99153  -0.83
3 C 1.29324 -0.01898 -0.46787  -0.20
4 C 0.80709 -0.94656 -1.39265  -0.28
5 C -0.59460 -0.84582 -1.30937  -0.83
6 C -1.00393 -0.11316 -0.12552  0.43
7 H 1.89732 -0.29250 1.80839  0.26
8 H 0.77749 -1.73400 1.34791  0.26
9 H 2.37619 0.39983 -0.53772  0.35
10 H 1.31395 -1.93147 -1.76133  0.30
11 H -1.26982 -1.34414 -1.72254  0.61
12 O -2.13391 0.37548 0.16097  -0.59
13 F 0.10766 1.69633 1.14367  -0.32

For the molar mass, the calculation gives 112.1 g mol⁻¹. As for the HOMO-LUMO gap: 8.9 eV. The energy above the lowest of the compared OMol25 structures with the same formula, charge and spin comes out at 3.271 eV. Its structure (SMILES) is O=C1C=C[C@@H]2C[C@]12F. As for the highest occupied orbital energy: -9.5 eV. The value obtained for the LUMO energy is -0.7 eV. As for the max |F|: 8.06 eV Å⁻¹.